Density functional theory data (wB97M-V/def2-TZVPD) for a cluster of 2 separate species, C3H8N2O2 in total.

Structure (XYZ):
```
15
Properties=species:S:1:pos:R:3
C 1.01 1.06 0.20
N -0.14 0.92 -0.32
C -0.27 -0.18 -1.31
N -1.50 -0.12 -2.05
O -0.18 -1.45 -0.77
H 1.20 1.90 0.89
H 1.85 0.38 0.01
H 0.56 0.02 -2.02
H -2.22 -0.59 -1.51
H -1.77 0.84 -2.20
H 0.16 -1.47 0.15
C 0.32 -0.32 2.23
O 0.72 -1.38 1.80
H -0.69 0.07 2.03
H 0.97 0.31 2.86
```

Values from the calculation:
structure (SMILES) = C=N[C@H](N)O.C=O
energy = -379.02791 Ha
LUMO = 0.0 eV
M = 104.1 g mol⁻¹
HOMO energy = -9.534 eV
gap between HOMO and LUMO = 9.5 eV
total charge = 0

Here are the natural (NBO) charges for atoms 1 to 8, given in e: -0.08, -0.42, 0.37, -0.83, -0.73, 0.18, 0.17, 0.12